Entry 1:
One molecule with the formula C2H5N3OS, computed with ωB97M-V with the def2-TZVPD basis set.

XYZ file:
```
12
Properties=species:S:1:pos:R:3:forces:R:3
H 0.172 0.885 2.187 -1.958 2.122 -0.675
N -0.438 1.743 1.816 1.972 -0.641 -1.588
C -0.081 1.832 0.556 -0.524 -0.613 1.170
N 0.781 0.868 0.072 1.946 -1.830 -2.851
S 0.736 0.238 -1.589 1.197 3.135 0.967
C -0.527 -0.836 -1.459 -0.806 -4.685 1.002
N -0.503 -1.974 -0.771 -2.178 2.775 -1.056
O 0.326 -1.916 0.284 1.694 0.713 -0.073
H -0.345 2.626 -0.294 0.134 -1.673 2.371
H 1.160 -0.009 0.496 -1.036 1.799 1.023
H -1.350 -0.825 -2.135 -0.255 -0.030 -0.789
H 0.068 -2.632 0.839 -0.187 -1.072 0.500
```
Positions in Å, forces in eV/Å.

HOMO energy	-9.28	eV
maximum force	4.86	eV/Å
ΔE to the lowest compared entry with this formula, charge and spin	113.8	kcal per mole
SMILES	[H]/N=C\NS/C=N\O
energy	-716.75942	Eh

***

Entry 2:
C45H55FeN9O2Se2 as an isolated structure, computed with ωB97M-V with the def2-TZVPD basis set.

XYZ file:
```
114
Properties=species:S:1:pos:R:3:forces:R:3
Fe 0.557 0.174 0.446 0.137 -0.117 -0.153
C -6.809 -1.476 3.160 -0.007 -0.005 0.000
C -6.497 -1.718 1.681 0.003 0.014 0.032
C -7.448 -0.854 0.840 0.013 0.021 0.016
C -6.774 -3.195 1.361 0.002 -0.008 0.003
C -5.032 -1.422 1.357 -0.014 -0.005 -0.087
C -4.030 -1.404 2.306 0.071 0.022 -0.040
C -2.689 -1.256 1.948 -0.014 0.008 0.100
Se -0.289 0.940 2.536 -0.043 -0.013 0.114
C -1.743 1.789 1.625 0.004 -0.027 -0.037
C -2.888 2.195 2.285 -0.026 0.002 -0.021
C -3.818 2.992 1.638 -0.009 -0.016 -0.015
C -3.491 3.430 0.351 -0.037 -0.055 -0.017
C -2.329 3.083 -0.327 0.104 -0.053 -0.009
C -1.436 2.170 0.302 0.031 0.077 -0.010
O -0.340 1.753 -0.286 -0.027 -0.035 0.055
C -1.927 3.798 -1.628 -0.012 0.047 0.017
C -1.352 2.881 -2.719 -0.072 -0.043 -0.026
C -3.108 4.549 -2.252 0.017 0.072 0.055
C -0.850 4.829 -1.250 0.029 -0.032 -0.026
C -5.100 3.407 2.359 0.008 0.023 0.014
C -4.751 4.309 3.551 0.000 0.001 -0.006
C -5.826 2.157 2.870 0.017 0.002 -0.009
C -6.057 4.169 1.441 -0.019 -0.008 -0.002
C -2.263 -1.129 0.601 0.000 -0.028 0.010
O -0.980 -1.126 0.312 -0.017 0.002 -0.042
C -3.298 -1.132 -0.382 0.003 0.001 0.039
C -4.613 -1.287 0.035 -0.027 0.004 0.029
C -3.104 -1.020 -1.903 0.000 -0.036 -0.005
C -1.664 -0.773 -2.344 -0.032 0.064 -0.021
C -3.960 0.146 -2.425 -0.007 0.028 -0.016
C -3.572 -2.322 -2.574 0.015 0.005 0.003
H -7.870 -1.652 3.346 -0.001 -0.004 -0.002
H -6.247 -2.154 3.805 -0.009 0.000 0.006
H -6.577 -0.451 3.454 0.000 -0.008 -0.001
H -8.482 -1.048 1.135 0.002 -0.007 0.000
H -7.249 0.210 0.976 -0.014 -0.040 -0.005
H -7.367 -1.077 -0.224 -0.002 -0.005 -0.011
H -7.817 -3.448 1.569 -0.002 0.000 0.001
H -6.572 -3.409 0.310 0.000 0.003 -0.003
H -6.135 -3.844 1.964 0.000 0.000 -0.001
H -4.271 -1.518 3.355 0.001 -0.008 0.032
H -3.044 1.878 3.310 -0.003 -0.004 0.010
H -4.184 4.093 -0.144 0.016 0.014 -0.008
H -2.061 2.101 -3.000 -0.006 0.024 0.014
H -1.152 3.483 -3.610 0.018 0.000 0.003
H -0.434 2.401 -2.397 -0.008 -0.014 -0.008
H -3.949 3.879 -2.437 -0.053 -0.031 -0.028
H -3.452 5.373 -1.624 -0.020 -0.026 0.000
H -2.802 4.976 -3.209 0.015 0.000 0.011
H 0.011 4.323 -0.812 0.007 0.011 0.004
H -0.513 5.376 -2.135 -0.009 0.005 -0.004
H -1.236 5.545 -0.522 -0.004 0.001 -0.001
H -4.086 3.798 4.250 -0.001 0.001 0.001
H -4.247 5.217 3.213 -0.001 -0.003 -0.004
H -5.655 4.598 4.093 0.000 0.000 0.001
H -5.221 1.608 3.593 0.012 0.007 0.000
H -6.768 2.427 3.355 -0.004 0.007 -0.005
H -6.036 1.480 2.042 0.015 0.013 0.014
H -5.623 5.106 1.089 0.000 0.007 0.005
H -6.334 3.571 0.570 0.004 0.001 0.004
H -6.971 4.412 1.988 -0.002 -0.002 -0.001
H -5.372 -1.325 -0.734 -0.013 0.002 -0.018
H -1.243 0.122 -1.890 -0.014 -0.038 -0.009
H -1.026 -1.610 -2.069 -0.061 0.026 -0.013
H -1.647 -0.658 -3.433 0.010 0.003 -0.013
H -3.709 1.071 -1.903 0.020 -0.011 0.006
H -3.785 0.288 -3.495 0.005 0.013 -0.009
H -5.027 -0.033 -2.287 -0.007 -0.004 -0.009
H -2.982 -3.169 -2.215 0.001 -0.003 0.008
H -4.622 -2.536 -2.372 -0.001 0.000 0.007
H -3.444 -2.250 -3.658 -0.002 0.002 0.002
Se 7.720 -1.084 2.535 0.003 -0.010 -0.027
N 6.859 0.352 1.921 -0.011 0.006 0.022
C 5.616 0.005 1.736 0.001 0.000 -0.009
C 4.590 0.918 1.238 0.044 0.033 -0.020
C 4.821 2.254 0.911 -0.019 -0.021 0.015
C 3.768 3.013 0.445 0.008 0.014 -0.011
C 2.508 2.433 0.314 0.007 -0.016 -0.007
N 2.283 1.166 0.629 -0.027 0.029 -0.015
C 3.303 0.419 1.078 -0.037 -0.052 0.022
C 2.967 -0.967 1.400 -0.017 0.034 0.018
N 1.683 -1.305 1.206 -0.008 0.008 -0.007
C 1.296 -2.540 1.493 -0.024 0.016 -0.023
C 2.183 -3.495 1.986 -0.021 -0.014 0.031
C 3.506 -3.157 2.185 0.005 0.022 0.000
C 3.917 -1.859 1.884 0.028 -0.003 0.005
C 5.284 -1.371 2.053 -0.016 0.000 0.000
N 6.264 -2.113 2.487 -0.008 0.011 0.022
H 5.814 2.667 1.026 0.003 0.001 -0.001
H 3.905 4.051 0.178 -0.001 0.000 -0.001
H 1.643 2.969 -0.055 -0.011 0.012 0.005
H 0.244 -2.731 1.308 0.070 0.013 -0.007
H 1.822 -4.487 2.220 -0.002 -0.005 -0.010
H 4.224 -3.868 2.570 0.001 -0.004 -0.001
C -1.911 -3.959 3.077 0.026 -0.019 -0.018
C -1.821 -2.668 3.886 -0.009 -0.013 -0.001
C -1.689 -1.419 3.029 0.005 -0.009 -0.018
N -0.710 -0.669 3.347 0.005 0.074 -0.054
H -2.050 -4.816 3.736 0.003 0.001 -0.002
H -0.998 -4.128 2.500 -0.034 0.001 0.025
H -2.744 -3.926 2.374 -0.004 -0.001 0.003
H -0.974 -2.687 4.572 0.001 0.000 -0.002
H -2.722 -2.565 4.497 -0.031 -0.008 0.007
N 2.925 -3.559 -4.089 0.014 0.024 0.002
C 2.201 -2.793 -3.240 -0.146 -0.125 -0.022
N 1.244 -3.400 -2.509 0.095 0.019 0.011
N 2.480 -1.511 -3.174 0.005 0.060 -0.045
C 1.814 -0.872 -2.232 -0.019 -0.150 0.044
N 1.206 -0.397 -1.377 0.167 0.263 0.179
H 2.541 -4.423 -4.428 -0.005 0.002 -0.001
H 3.530 -3.053 -4.713 -0.003 -0.006 0.006
H 1.189 -4.400 -2.455 -0.012 -0.008 -0.025
H 0.709 -2.855 -1.847 -0.009 -0.025 -0.016
```
Positions in Å, forces in eV/Å.

HOMO energy	-6.53	eV
maximum force	0.36	eV/Å
ΔE to the lowest compared entry with this formula, charge and spin	1.5	kcal per mole
energy	-8457.73303	Eh

***

Entry 3:
One molecule with the formula C10H16O2, computed with ωB97M-V with the def2-TZVPD basis set.

XYZ file:
```
28
Properties=species:S:1:pos:R:3:forces:R:3
C 0.572 1.946 0.958 2.144 0.116 -3.805
C 1.380 0.925 0.648 0.157 2.538 0.371
C 1.689 -0.150 1.668 1.924 0.133 -1.398
C 0.504 -1.042 1.637 1.672 -5.336 -0.085
C 0.285 -1.871 0.369 1.209 -0.064 0.762
C -0.730 -1.690 -0.453 -1.450 0.581 -1.312
C -1.895 -0.741 -0.267 -0.398 -1.631 1.522
C -2.175 0.299 -1.027 0.537 0.210 -1.185
C -3.434 1.064 -0.951 -1.754 0.489 1.342
O -1.404 0.671 -2.087 -2.930 2.885 0.455
O 1.950 1.086 -0.617 0.346 -1.223 0.027
C 2.941 0.151 -1.032 -0.044 -0.869 -1.285
H 0.553 2.759 0.192 -0.508 -0.686 0.938
H 0.030 1.949 1.805 -1.688 0.282 2.765
H 1.851 0.170 2.690 -0.388 0.957 0.048
H 2.739 -0.545 1.461 -1.597 -0.421 -0.137
H 0.606 -1.846 2.428 -0.089 0.866 -0.383
H -0.393 -0.596 1.789 -2.404 2.093 0.839
H 1.018 -2.693 0.243 -0.449 0.609 -0.393
H -0.850 -2.243 -1.404 0.450 -0.218 0.668
H -2.732 -1.097 0.409 1.269 0.612 -0.496
H -3.430 2.188 -1.067 0.527 -1.331 0.151
H -3.910 0.792 0.034 0.491 0.634 -0.796
H -4.163 0.671 -1.662 0.190 0.120 -0.393
H -0.707 0.123 -2.260 2.918 -2.386 -0.253
H 3.860 0.368 -0.521 0.588 -0.164 0.534
H 3.234 0.266 -2.154 -1.181 0.013 1.874
H 2.611 -0.916 -0.833 0.457 1.191 -0.376
```
Positions in Å, forces in eV/Å.

HOMO energy	-8.20	eV
maximum force	5.59	eV/Å
ΔE to the lowest compared entry with this formula, charge and spin	82.5	kcal per mole
SMILES	C=C(CC/C=C\C=C(\C)O)OC
energy	-540.98309	Eh

***

Entry 4:
A 2-piece molecular cluster, C2H9N2O overall, computed with ωB97M-V with the def2-TZVPD basis set.

XYZ file:
```
14
Properties=species:S:1:pos:R:3:forces:R:3
C -1.390 1.631 1.036 -0.272 0.241 0.070
O -0.178 1.077 0.824 0.056 0.097 -0.116
H -1.854 1.381 2.013 0.007 -0.086 0.338
H -2.201 1.340 0.318 0.154 -0.028 -0.196
H -1.411 2.754 1.022 0.058 -0.046 -0.062
N 1.146 -1.418 0.372 0.852 -0.352 -0.361
C 0.607 -1.314 -0.990 0.319 -0.146 0.167
N 0.812 0.008 -1.551 0.265 0.045 0.492
H 0.681 -2.173 0.855 -0.046 0.208 0.331
H 1.038 -0.528 0.863 -0.757 -0.215 -0.023
H -0.459 -1.527 -0.995 -0.395 0.065 -0.123
H 1.096 -2.095 -1.604 -0.110 0.290 0.014
H 1.775 0.238 -1.303 0.187 -0.079 -0.429
H 0.335 0.624 -0.857 -0.318 0.006 -0.101
```
Positions in Å, forces in eV/Å.

HOMO energy	-2.85	eV
net charge	-1
maximum force	0.99	eV/Å
ΔE to the lowest compared entry with this formula, charge and spin	9.1	kcal per mole
energy	-266.33013	Eh

***

Entry 5:
C5H10N2 as an isolated structure, computed with ωB97M-V with the def2-TZVPD basis set.

XYZ file:
```
17
Properties=species:S:1:pos:R:3:forces:R:3
C 1.646 0.023 -0.110 0.864 1.300 1.684
C 0.826 -1.240 0.134 -1.723 -2.818 -4.138
C -0.602 -0.720 -0.537 9.190 1.909 0.544
C -1.792 0.755 0.012 -2.158 4.852 -1.739
C -0.340 0.659 0.230 0.049 -1.123 -1.914
H 2.193 0.142 0.867 0.318 0.249 -1.481
H 2.178 -0.105 -0.993 1.897 -0.279 -0.998
H 1.221 -2.113 -0.609 -0.480 1.646 2.369
H 0.755 -1.502 1.171 -0.001 -0.550 0.383
H -0.157 -0.621 -1.524 -1.515 0.135 -0.891
H -1.681 -1.152 0.758 -2.007 0.231 -0.604
H -2.200 1.576 0.719 -0.961 -2.323 -0.282
H -2.061 1.305 -1.033 0.884 -1.646 2.088
H -0.080 0.262 1.252 -0.739 1.227 -0.359
H 1.202 2.167 0.286 -1.138 -2.994 -2.380
N -1.931 -0.757 -0.196 -2.364 -0.088 3.520
N 0.822 1.322 -0.427 -0.116 0.271 4.199
```
Positions in Å, forces in eV/Å.

HOMO energy	-8.78	eV
maximum force	9.40	eV/Å
ΔE to the lowest compared entry with this formula, charge and spin	141.3	kcal per mole
energy	-305.79861	Eh

***

Entry 6:
A 4-piece molecular cluster, C16H33N5O2P overall, computed with ωB97M-V with the def2-TZVPD basis set.

XYZ file:
```
57
Properties=species:S:1:pos:R:3:forces:R:3
N 1.084 0.239 1.422 -0.213 0.119 -0.559
C 0.446 0.314 0.088 -0.714 0.253 -0.674
C -0.943 -0.419 0.010 0.550 -1.167 0.757
O -1.390 -0.352 -1.357 0.157 -0.018 -0.225
C -1.993 0.070 1.070 0.468 0.216 -0.007
P -3.378 1.207 0.389 1.116 1.482 -0.575
N -4.663 0.318 1.483 -0.941 -0.363 0.611
C -5.109 -0.590 0.846 0.127 0.237 0.668
O -5.490 -1.498 0.203 -0.616 -0.921 -0.474
H 1.041 1.159 1.850 0.275 -0.434 0.115
H 2.037 -0.106 1.363 -0.189 0.354 0.053
H 1.096 -0.131 -0.713 -0.392 0.309 0.765
H 0.254 1.382 -0.219 0.184 -0.799 0.247
H -0.749 -1.501 0.232 0.034 0.921 -0.129
H -0.835 -0.947 -1.894 -0.269 0.352 0.566
H -1.417 0.689 1.814 -0.597 -0.424 -0.561
H -2.457 -0.757 1.678 0.652 1.130 -1.176
H -3.744 0.291 -0.666 0.324 -0.026 -0.076
H -4.411 2.132 -0.093 -0.276 -0.148 0.107
H -3.191 2.115 1.521 0.145 0.019 0.023
H -2.418 1.918 -0.440 0.083 0.051 -0.011
C 3.857 1.186 -3.199 0.077 -0.052 -0.096
C 3.419 0.902 -4.632 0.261 0.158 0.177
C 1.918 0.627 -4.736 0.158 -0.414 0.167
C 1.561 -0.557 -3.920 -0.056 0.910 -0.605
N 1.286 -1.461 -3.276 -0.073 -0.491 0.258
H 3.682 0.326 -2.551 -0.039 0.088 0.019
H 4.925 1.408 -3.160 -0.046 0.015 0.036
H 3.317 2.042 -2.788 0.013 -0.060 0.015
H 3.984 0.048 -5.015 -0.107 0.012 -0.059
H 3.669 1.759 -5.263 -0.109 -0.054 -0.064
H 1.636 0.441 -5.774 -0.101 -0.053 0.077
H 1.347 1.487 -4.379 -0.052 -0.103 0.059
C 2.581 4.191 -0.326 -0.040 0.052 -0.027
C 2.761 3.778 1.129 -0.213 0.158 -0.161
C 4.151 3.201 1.418 -0.288 -0.383 -0.276
C 4.382 1.989 0.595 0.083 0.793 0.678
N 4.559 1.055 -0.041 0.094 -0.373 -0.239
H 2.670 3.336 -0.999 0.026 0.002 0.068
H 1.589 4.621 -0.478 0.044 -0.016 0.004
H 3.324 4.938 -0.618 -0.015 -0.027 -0.013
H 1.996 3.042 1.386 0.107 0.022 0.038
H 2.598 4.648 1.770 0.076 -0.081 0.066
H 4.235 2.933 2.473 0.080 -0.078 -0.067
H 4.927 3.936 1.193 0.020 -0.084 -0.043
C -3.688 -5.448 1.693 -0.015 -0.089 -0.023
C -3.193 -5.310 3.129 -0.096 -0.217 -0.197
C -3.150 -3.856 3.605 0.346 0.079 -0.354
C -2.229 -3.068 2.753 -0.622 -0.406 0.710
N -1.524 -2.460 2.086 0.498 -0.909 0.310
H -3.023 -4.945 0.989 -0.060 0.076 0.060
H -3.731 -6.500 1.405 -0.032 0.026 0.019
H -4.689 -5.024 1.581 0.066 0.026 -0.042
H -2.197 -5.754 3.206 -0.018 0.076 0.090
H -3.851 -5.881 3.790 0.043 0.082 0.068
H -2.804 -3.808 4.639 0.014 0.109 -0.048
H -4.146 -3.408 3.560 0.065 0.062 -0.050
```
Positions in Å, forces in eV/Å.

HOMO energy	-2.95	eV
net charge	-1
maximum force	1.94	eV/Å
energy	-1394.95143	Eh

***

- Among the records above, which one has the lowest energy?
  C45H55FeN9O2Se2